Record 1
Density functional theory data (the ωB97M-V functional and the def2-TZVPD basis) for an isolated molecule of C4H9N3S at a distorted geometry.

The maximum force is 5.669 eV/A. For the frontier orbital gap, the calculation gives 9.01 eV. For the molar mass, the calculation gives 131.2 g/mol. The energy above the lowest of the compared OMol25 structures with the same formula, charge and spin is 202.4 kJ/mol. The lowest unoccupied orbital energy is 0.668 eV. The structure (SMILES) is NC[C@@H]1CN1C(N)=S.

Each line ends with the natural charge from an NBO analysis.
Element x y z (Å)
1 C -2.298772 -0.508147 -0.532959  -0.257
2 C -1.072947 -0.063291 0.169328  -0.082
3 C -0.709806 1.380288 0.544364  -0.267
4 C 1.447216 0.192615 -0.260629  0.278
5 H -3.681975 0.565234 0.531116  0.345
6 H -3.485732 -0.997246 0.921993  0.345
7 H -2.158210 -1.564732 -0.937111  0.214
8 H -2.419934 0.033853 -1.542407  0.196
9 H -0.713486 -0.853586 0.864025  0.219
10 H -1.320832 2.176396 0.027323  0.213
11 H -0.354374 1.639939 1.573988  0.226
12 H 1.735875 2.227565 -0.312518  0.396
13 H 3.124392 1.127174 -0.155834  0.405
14 N -3.619430 -0.410193 0.136635  -0.787
15 N 0.132789 0.528352 -0.471457  -0.434
16 N 2.194286 1.262920 -0.178293  -0.759
17 S 2.132913 -1.251933 0.193788  -0.252

Forces on atoms 1 to 6 (eV/Å):
-1.1 -0.2 -4.4
2.6 -0.1 1.6
-0.2 -1.0 -1.5
-0.8 -0.9 2.0
-0.1 -1.3 -0.5
-0.5 -0.7 1.3

Record 2
Density functional theory data (the ωB97M-V functional and the def2-TZVPD basis) for a cluster of 2 separate species, C4H9N3S in total at a distorted geometry.

The maximum force is 1.124 eV/A. For the frontier orbital gap, the calculation gives 8.69 eV. For the molar mass, the calculation gives 131.2 g/mol. The energy above the lowest of the compared OMol25 structures with the same formula, charge and spin is 360.4 kJ/mol. The lowest unoccupied orbital energy is 0.762 eV. The structure (SMILES) is N=C=C(S)NN.C=C.

Each line ends with the natural charge from an NBO analysis.
Element x y z (Å)
1 C -0.540594 0.914964 1.538882  0.324
2 C 0.547177 -1.997171 -1.216275  -0.433
3 C -0.256817 -1.977374 -0.172780  -0.366
4 C -0.730442 0.875830 0.248783  -0.182
5 N -0.354302 1.156876 2.719727  -0.603
6 N 1.523451 1.554530 -0.287132  -0.648
7 N 0.254425 1.142547 -0.740697  -0.461
8 S -2.381811 0.673706 -0.409546  0.009
9 H 1.620326 -2.003123 -1.113375  0.197
10 H -0.182427 0.400891 3.375122  0.370
11 H 0.165687 -2.028281 -2.224318  0.198
12 H 0.121776 -1.966816 0.835565  0.189
13 H -1.327417 -1.986896 -0.272506  0.204
14 H 1.432505 2.487839 0.106660  0.356
15 H 1.894629 0.943100 0.444349  0.326
16 H 0.367216 0.349336 -1.373036  0.379
17 H -2.153382 1.460041 -1.459425  0.141

Forces on atoms 1 to 6 (eV/Å):
0.2 -0.3 0.1
0.1 -0.2 -0.2
0.0 -0.3 0.2
-0.5 0.4 -0.9
0.0 0.6 0.5
0.2 0.1 0.2

Record 3
Density functional theory data (the ωB97M-V functional and the def2-TZVPD basis) for the ion C4H9N4 with charge +1 at a distorted geometry.

The maximum force is 5.900 eV/A. For the frontier orbital gap, the calculation gives 8.13 eV. For the molar mass, the calculation gives 113.1 g/mol. The energy above the lowest of the compared OMol25 structures with the same formula, charge and spin is 818.8 kJ/mol. The lowest unoccupied orbital energy is -4.345 eV. As for the total charge: +1.

Each line ends with the natural charge from an NBO analysis.
Element x y z (Å)
1 C -0.552853 0.780750 0.841078  -0.503
2 C 0.506351 1.627309 0.397130  0.285
3 C 1.854816 -0.899014 0.508763  -0.080
4 C -0.975725 -0.177745 0.048248  -0.045
5 N 1.469785 1.248630 -0.350147  -0.329
6 N 1.694884 -0.187646 -0.534610  -0.088
7 N 1.705103 -0.349675 -1.914075  -0.662
8 N -2.113884 -0.842288 0.775416  -0.752
9 H -0.943111 1.359341 1.626091  0.218
10 H 0.164141 2.688174 0.525564  0.253
11 H 2.041768 -1.981017 0.207893  0.169
12 H 2.194666 1.924694 -0.605260  0.445
13 H 0.740356 0.088940 -2.339123  0.395
14 H 1.951448 -1.213896 -2.249365  0.395
15 H -1.805737 -1.085965 1.744391  0.434
16 H -2.415531 -1.733065 0.336691  0.433
17 H -3.049898 -0.436448 0.850885  0.433

Forces on atoms 1 to 6 (eV/Å):
1.7 1.9 -0.1
-2.2 0.7 -1.1
0.7 -1.1 -0.4
-0.9 -1.3 -0.6
0.9 0.2 0.6
0.6 0.5 0.0

Record 4
Density functional theory data (the ωB97M-V functional and the def2-TZVPD basis) for the ion C4H9N4 with charge +1 at a distorted geometry.

The maximum force is 4.904 eV/A. For the frontier orbital gap, the calculation gives 8.93 eV. For the molar mass, the calculation gives 113.1 g/mol. The energy above the lowest of the compared OMol25 structures with the same formula, charge and spin is 474.8 kJ/mol. The lowest unoccupied orbital energy is -4.427 eV. As for the total charge: +1. The structure (SMILES) is CC1=NN=CCN1[NH3+].

Each line ends with the natural charge from an NBO analysis.
Element x y z (Å)
1 C 2.000903 -0.989363 -0.755321  0.103
2 C 0.269970 0.905062 -0.275393  0.407
3 C 0.658447 -1.546583 -0.184876  -0.289
4 C -0.684844 1.981086 0.092486  -0.687
5 N 2.267044 0.187844 -1.000779  -0.212
6 N 1.391471 1.200161 -0.739524  -0.264
7 N -0.233889 -0.406762 -0.142723  -0.260
8 N -1.503912 -0.593407 0.567943  -0.560
9 H 2.735111 -1.714711 -1.082695  0.220
10 H 0.314397 -2.274454 -0.811607  0.223
11 H 0.788346 -1.914809 0.937916  0.202
12 H -1.517089 2.133141 -0.498870  0.249
13 H -0.179603 2.936941 0.241747  0.306
14 H -0.925986 1.699613 1.163554  0.192
15 H -1.827466 0.381270 0.487993  0.471
16 H -1.472491 -0.579559 1.738557  0.431
17 H -2.080408 -1.405470 0.261591  0.468

Forces on atoms 1 to 6 (eV/Å):
-1.2 -2.6 0.3
-1.9 0.4 -0.2
2.1 2.2 3.9
1.9 -0.2 3.4
1.7 1.1 -1.0
0.2 0.7 0.4

Record 5
Density functional theory data (the ωB97M-V functional and the def2-TZVPD basis) for a cluster of 2 separate species, C4H9N4 in total at a distorted geometry.

The maximum force is 3.418 eV/A. For the frontier orbital gap, the calculation gives 8.76 eV. For the molar mass, the calculation gives 113.1 g/mol. The energy above the lowest of the compared OMol25 structures with the same formula, charge and spin is 391.8 kJ/mol. The lowest unoccupied orbital energy is -3.814 eV. As for the total charge: +1.

Each line ends with the natural charge from an NBO analysis.
Element x y z (Å)
1 C 1.127309 1.533181 -0.203244  0.325
2 C 0.329267 -0.921532 -0.665148  0.179
3 C 0.556440 -2.056701 -1.447270  0.229
4 C 0.910656 0.371503 -0.502137  -0.189
5 N 1.226282 2.825919 -0.081144  -0.792
6 N -0.858186 -0.982190 -0.060923  -0.709
7 N 1.120710 -3.191316 -1.483289  -0.626
8 N -1.681262 1.027300 1.795333  -1.094
9 H 0.636269 3.262657 0.590300  0.414
10 H 2.187706 3.258938 -0.298929  0.438
11 H -1.375176 -0.265139 0.447212  0.460
12 H -1.362017 -1.795325 -0.410041  0.391
13 H 1.001485 -3.673746 -2.431355  0.431
14 H 1.859470 -3.492642 -0.909388  0.407
15 H -1.987586 0.996772 2.767633  0.397
16 H -2.615718 1.260221 1.346738  0.374
17 H -1.075648 1.842100 1.545651  0.366

Forces on atoms 1 to 6 (eV/Å):
-0.6 -1.7 -1.2
-0.3 1.0 1.0
0.3 1.5 -0.5
0.7 -0.4 -0.1
2.9 1.1 -0.6
-0.9 -2.3 -0.9

Record 6
Density functional theory data (the ωB97M-V functional and the def2-TZVPD basis) for the ion C4H9N4O with charge +1 at a distorted geometry.

The maximum force is 3.544 eV/A. For the frontier orbital gap, the calculation gives 9.32 eV. For the molar mass, the calculation gives 129.1 g/mol. The energy above the lowest of the compared OMol25 structures with the same formula, charge and spin is 425.5 kJ/mol. The lowest unoccupied orbital energy is -3.733 eV. As for the total charge: +1. The structure (SMILES) is [H]/N=C(NN)\[N+](C)=C1/CO1.

Each line ends with the natural charge from an NBO analysis.
Element x y z (Å)
1 C -0.084059 0.711002 -0.885530  0.571
2 C 2.537867 -0.063574 0.809083  -0.108
3 C 1.275848 -0.587439 0.524784  0.664
4 C -0.926675 -1.500598 0.302222  -0.454
5 N 0.718503 0.942605 -1.809546  -0.659
6 N -1.136075 1.470436 -0.644079  -0.437
7 N 0.113141 -0.513920 0.033673  -0.353
8 N -2.013593 1.173082 0.367665  -0.669
9 O 2.064751 -1.379623 1.132505  -0.336
10 H 3.192639 -0.039631 -0.085687  0.228
11 H 2.829681 0.570883 1.627550  0.252
12 H -0.495502 -2.389219 0.784066  0.250
13 H -1.644050 -1.000483 0.978452  0.252
14 H -1.436701 -1.937821 -0.583941  0.251
15 H 1.425929 0.134098 -1.983609  0.363
16 H -1.331875 2.156689 -1.355901  0.419
17 H -2.546471 0.319217 0.035823  0.359
18 H -2.543358 1.934297 0.752471  0.407

Forces on atoms 1 to 6 (eV/Å):
0.9 -1.2 0.6
2.4 1.7 -2.0
-0.8 0.9 0.2
-0.9 -1.2 0.4
2.5 -2.1 -1.2
-0.4 1.1 0.3